(1)
Molecular formula: C4H15N2O2
Method: DFT, the ωB97M-V functional and the def2-TZVPD basis

Each atom is followed by the atoms it is bonded to, with distances in Å.
Element x y z (Å)
1 C -0.02 -0.31 -1.31  C2 1.517, N6 1.523, H7 1.083, H8 1.085
2 C -0.19 0.72 -0.21  C1 1.517, C3 1.492, H9 1.082, H10 1.097
3 C -0.17 0.12 1.16  C2 1.492, C4 1.344, H11 1.095
4 C 0.87 0.17 2.01  C3 1.344, N5 1.352, H12 1.077
5 N 0.97 -0.49 3.18  C4 1.352, H13 1.001, H14 1.005
6 N -1.28 -1.15 -1.37  C1 1.523, H15 1.020, H16 1.032, H17 1.019
7 H 0.74 -1.01 -1.00  C1 1.083
8 H 0.17 0.12 -2.28  C1 1.085
9 H 0.67 1.37 -0.35  C2 1.082
10 H -0.95 1.50 -0.34  C2 1.097
11 H -1.11 -0.26 1.59  C3 1.095
12 H 1.74 0.75 1.75  C4 1.077
13 H 0.28 -1.15 3.47  N5 1.001
14 H 1.61 -0.28 3.93  N5 1.005
15 H -1.39 -1.66 -0.49  N6 1.020
16 H -2.10 -0.55 -1.56  N6 1.032
17 H -1.21 -1.88 -2.08  N6 1.019
18 H 4.18 2.14 -0.04  O20 0.963
19 H 4.65 0.68 -0.08  O20 0.964
20 O 3.87 1.23 0.04  H18 0.963, H19 0.964
21 H -4.39 -0.84 -2.94  O23 0.966
22 H -4.29 0.53 -2.36  O23 0.968
23 O -3.77 -0.28 -2.45  H21 0.966, H22 0.968

Properties
charge	+1
gap between HOMO and LUMO	8.241	eV
F_max	1.2	eV/A



(2)
Molecular formula: CH3Br2ClOSi
Method: DFT, the ωB97M-V functional and the def2-TZVPD basis

Each atom is followed by the atoms it is bonded to, with distances in Å.
Element x y z (Å)
1 C -1.34 -0.45 -0.22  O2 1.517, H7 1.200, H8 1.129, H9 1.051
2 O 0.09 -0.57 -0.71  C1 1.517, Si3 1.601
3 Si 1.26 0.18 0.08  O2 1.601, Cl4 1.953, Br5 2.115, Br6 2.550
4 Cl 1.98 -0.54 1.74  Si3 1.953
5 Br 2.78 0.27 -1.38  Si3 2.115
6 Br 0.18 2.44 0.61  Si3 2.550
7 H -1.35 0.25 0.74  C1 1.200
8 H -1.69 -1.45 0.18  C1 1.129
9 H -1.91 -0.13 -1.05  C1 1.051

Properties
SMILES string	CO[Si](Cl)(Br)Br
gap between HOMO and LUMO	10.340	eV
F_max	4.2	eV/A



(3)
Molecular formula: C4H10N2O
Method: DFT, the ωB97M-V functional and the def2-TZVPD basis

Each atom is followed by the atoms it is bonded to, with distances in Å.
Element x y z (Å)
1 C 0.93 1.42 2.15  C2 1.334, H8 1.088, H9 1.089
2 C -0.08 1.02 1.38  C1 1.334, C3 1.831, H10 1.090
3 C -0.11 -0.36 0.17  C2 1.831, N4 1.379, O5 1.363, N6 1.381
4 N -1.27 -1.09 0.24  C3 1.379, H11 1.011, H12 1.011
5 O 0.97 -1.15 0.38  C3 1.363, H13 0.971
6 N 0.03 0.52 -0.89  C3 1.381, C7 1.729, H14 1.015
7 C 0.01 -0.46 -2.31  N6 1.729, H15 1.090, H16 1.089, H17 1.091
8 H 1.94 1.06 1.97  C1 1.088
9 H 0.78 2.04 3.04  C1 1.089
10 H -1.08 1.41 1.58  C2 1.090
11 H -1.91 -0.87 0.99  N4 1.011
12 H -1.12 -2.08 0.06  N4 1.011
13 H 1.72 -0.62 0.07  O5 0.971
14 H -0.83 1.05 -0.99  N6 1.015
15 H 0.67 -1.32 -2.22  C7 1.090
16 H 0.37 0.21 -3.09  C7 1.089
17 H -1.01 -0.78 -2.53  C7 1.091

Properties
SMILES string	C=C[C@](N)(O)NC
gap between HOMO and LUMO	9.705	eV
F_max	6.3	eV/A



Which relative energy (zero: lowest compared OMol25 entry of this formula, charge and spin) belongs to each record? In order, 110.1, 111.9, 382.7 kJ/mol.
Which LUMO energy belongs to each record? In order, -2.880, 0.013, 0.952 eV.